Record 1
The following is a quantum chemistry calculation of 2 unconnected molecules or ions with the total composition C2H9N3O at a distorted geometry, from the OMol25 dataset.

```
15
Properties=species:S:1:pos:R:3:nbo_charge:R:1
C -0.015 -1.632 0.316 -0.408
N 0.974 -0.635 0.702 -0.647
C 0.586 0.703 0.594 0.590
N 1.400 1.559 1.305 -0.843
N -0.432 1.052 -0.063 -0.807
H 0.277 -2.576 0.771 0.197
H -1.004 -1.392 0.672 0.222
H -0.056 -1.785 -0.761 0.179
H 1.887 -0.862 0.350 0.382
H 2.244 1.230 1.745 0.391
H 1.065 2.459 1.594 0.394
H -0.705 2.023 -0.110 0.353
H -1.518 -0.390 -1.971 0.480
H -2.512 0.567 -2.470 0.463
O -2.191 -0.322 -2.673 -0.946
```

Results
Max |F| = 1.63 eV/Å
DFT total energy = -8737.7517 eV
Frontier orbital gap = 0.3709 Ha
Relative energy (zero: lowest compared OMol25 entry of this formula, charge and spin) = 15.9 kcal per mole
SMILES = [H]/N=C(\N)NC.O

=====

Record 2
The following is a quantum chemistry calculation of a molecular structure, C75H110F18N20O39S18 at a distorted geometry, from the OMol25 dataset.

```
280
Properties=species:S:1:pos:R:3:lowdin_charge:R:1
C -2.332 1.629 -6.025 0.016
C -0.848 1.583 -5.636 -0.388
C 0.104 0.920 -6.603 -0.123
C 0.193 1.463 -8.045 -0.139
C 0.719 2.893 -7.958 -0.127
C -0.047 3.765 -6.980 -0.389
N -0.275 3.055 -5.513 0.038
O -0.180 3.647 -4.532 0.219
C -1.371 4.242 -7.437 -0.026
C 0.829 5.010 -6.641 -0.011
C -0.727 1.030 -4.241 -0.041
H -2.747 2.447 -5.386 0.076
H -2.748 0.668 -5.743 0.103
H -2.445 1.764 -7.105 0.080
H -0.250 -0.092 -6.753 0.129
H 1.102 0.809 -6.167 0.126
H -0.771 1.424 -8.495 0.092
H 0.914 0.809 -8.587 0.140
H 0.644 3.411 -8.952 0.156
H 1.706 2.813 -7.638 0.103
H -1.821 3.517 -8.172 0.102
H -1.265 5.259 -7.851 0.114
H -2.160 4.302 -6.614 0.082
H 1.292 5.406 -7.543 0.102
H 1.675 4.676 -6.015 0.074
H 0.367 5.828 -6.137 0.080
H -0.550 -0.024 -4.338 0.084
H -1.599 1.305 -3.701 0.043
H 0.149 1.391 -3.720 0.058
C 0.430 -1.145 3.012 0.017
C 0.187 -1.163 1.456 -0.313
C -1.226 -0.713 1.115 -0.149
C -1.513 -0.313 -0.289 -0.135
C -0.529 0.839 -0.737 -0.076
C 0.932 0.435 -0.573 -0.379
N 1.307 -0.289 0.733 -0.010
O 2.340 -0.286 1.058 0.257
C 1.737 1.773 -0.572 0.000
C 1.446 -0.447 -1.710 0.028
C 0.280 -2.579 0.847 0.023
H 1.424 -0.998 3.397 0.063
H 0.058 -2.140 3.336 0.080
H -0.247 -0.419 3.482 0.056
H -1.350 0.252 1.617 0.113
H -1.911 -1.440 1.506 0.112
H -2.552 -0.035 -0.473 0.118
H -1.298 -1.100 -0.983 0.084
H -0.675 1.731 -0.075 0.125
H -0.750 1.096 -1.813 0.115
H 1.566 2.429 -1.408 0.080
H 2.793 1.540 -0.648 0.076
H 1.637 2.393 0.314 0.085
H 1.037 -1.430 -1.841 0.081
H 2.494 -0.700 -1.449 0.089
H 1.467 0.101 -2.639 0.081
H 0.059 -2.532 -0.202 0.067
H -0.551 -3.143 1.273 0.103
H 1.131 -3.203 1.070 0.073
C -5.856 3.120 -5.411 0.004
C -7.078 3.167 -4.479 -0.388
C -8.142 2.195 -4.998 -0.131
C -7.699 0.766 -4.770 -0.186
C -7.450 0.323 -3.365 -0.123
C -6.392 1.145 -2.701 -0.413
N -6.820 2.652 -2.965 0.050
O -7.183 3.375 -2.115 0.201
C -5.013 0.780 -3.097 -0.008
C -6.528 1.043 -1.150 -0.004
C -7.679 4.616 -4.368 0.008
H -5.100 3.693 -4.892 0.045
H -6.132 3.667 -6.271 0.095
H -5.436 2.152 -5.613 0.070
H -8.197 2.437 -6.036 0.121
H -9.150 2.469 -4.439 0.175
H -6.918 0.409 -5.450 0.123
H -8.503 0.182 -5.275 0.138
H -6.955 -0.685 -3.381 0.149
H -8.318 0.234 -2.680 0.144
H -4.273 1.462 -2.834 0.051
H -4.844 0.563 -4.187 0.110
H -4.676 -0.143 -2.651 0.071
H -5.743 1.535 -0.569 0.088
H -6.369 -0.031 -0.891 0.109
H -7.560 1.268 -0.855 0.090
H -8.458 4.507 -3.612 0.079
H -8.268 4.639 -5.284 0.094
H -6.948 5.461 -4.214 0.111
C 4.488 -2.554 3.616 0.064
N 4.792 -2.546 2.145 -0.037
C 4.639 -3.628 1.352 -0.014
C 4.861 -3.599 0.039 0.067
C 5.348 -2.396 -0.559 -0.105
C 5.443 -1.279 0.284 0.060
C 5.175 -1.412 1.640 -0.026
C 5.865 -2.393 -1.919 -0.138
C 6.803 -3.331 -2.325 0.053
C 7.551 -3.108 -3.458 0.025
N 7.343 -1.964 -4.155 -0.093
C 6.402 -1.105 -3.838 0.009
C 5.623 -1.251 -2.686 0.066
C 8.093 -1.790 -5.353 0.018
H 3.440 -2.282 3.792 0.092
H 5.214 -1.865 4.001 0.092
H 4.742 -3.521 4.044 0.102
H 4.298 -4.519 1.862 0.102
H 4.745 -4.530 -0.522 0.142
H 5.762 -0.343 -0.199 0.143
H 5.247 -0.562 2.275 0.133
H 6.912 -4.255 -1.739 0.153
H 8.307 -3.761 -3.789 0.139
H 6.311 -0.214 -4.472 0.166
H 4.926 -0.484 -2.495 0.111
H 7.419 -1.927 -6.197 0.123
H 8.963 -2.464 -5.316 0.118
H 8.406 -0.769 -5.537 0.110
C 1.217 -0.801 7.842 0.019
N -0.051 -0.396 7.243 -0.058
C -0.118 0.374 6.144 0.018
C -1.307 0.788 5.601 0.039
C -2.494 0.489 6.234 -0.155
C -2.402 -0.262 7.371 0.013
C -1.207 -0.650 7.923 0.009
C -3.726 1.238 5.906 -0.128
C -4.704 0.695 5.050 0.074
C -5.791 1.465 4.753 -0.001
N -5.925 2.739 5.134 -0.057
C -4.987 3.282 5.901 -0.006
C -3.911 2.502 6.367 0.055
C -6.909 3.575 4.362 0.064
H 1.138 -1.141 8.867 0.107
H 1.912 0.016 7.761 0.092
H 1.654 -1.673 7.297 0.105
H 0.855 0.611 5.721 0.133
H -1.268 1.430 4.721 0.127
H -3.291 -0.543 7.929 0.152
H -1.181 -1.144 8.918 0.168
H -4.663 -0.304 4.733 0.095
H -6.559 1.151 4.089 0.146
H -5.066 4.321 6.149 0.125
H -3.128 2.866 7.029 0.150
H -6.681 3.525 3.303 0.105
H -6.627 4.565 4.620 0.089
H -7.910 3.317 4.537 0.092
C -3.465 -5.398 0.982 0.030
N -2.763 -6.626 1.422 -0.047
C -2.384 -6.784 2.696 0.032
C -1.457 -7.761 2.944 0.037
C -0.880 -8.520 1.965 -0.143
C -1.357 -8.371 0.666 0.049
C -2.369 -7.442 0.426 0.018
C 0.250 -9.391 2.305 -0.090
C 0.700 -10.447 1.491 0.047
C 1.952 -10.957 1.832 -0.010
N 2.725 -10.484 2.812 -0.074
C 2.314 -9.522 3.630 -0.029
C 1.079 -9.018 3.428 0.045
C 4.125 -10.964 3.122 0.063
H -2.947 -4.951 0.133 0.082
H -3.521 -4.802 1.880 0.055
H -4.498 -5.646 0.655 0.115
H -2.861 -6.198 3.469 0.106
H -1.282 -7.878 4.015 0.146
H -1.043 -9.002 -0.227 0.157
H -2.725 -7.262 -0.610 0.168
H 0.163 -10.809 0.612 0.137
H 2.500 -11.730 1.338 0.146
H 3.033 -9.201 4.384 0.151
H 0.798 -8.264 4.126 0.084
H 4.685 -10.740 2.191 0.120
H 4.106 -12.002 3.421 0.108
H 4.391 -10.292 3.885 0.055
C -0.568 7.275 -0.502 0.074
N 0.738 7.108 0.251 -0.043
C 0.700 6.938 1.587 0.018
C 1.831 6.893 2.343 0.034
C 3.046 7.186 1.745 -0.107
C 3.119 7.491 0.389 0.058
C 1.891 7.387 -0.336 -0.019
C 4.316 7.276 2.584 -0.089
C 4.442 6.423 3.696 0.053
C 5.597 6.411 4.408 0.006
N 6.600 7.253 4.115 -0.081
C 6.508 8.113 3.051 0.057
C 5.335 8.139 2.261 0.055
C 7.879 7.211 4.834 0.028
H -0.373 6.702 -1.415 0.098
H -0.677 8.338 -0.748 0.118
H -1.395 6.886 0.096 0.102
H -0.270 6.878 2.065 0.126
H 1.674 6.726 3.394 0.140
H 3.997 7.790 -0.196 0.137
H 1.891 7.669 -1.403 0.142
H 3.876 5.494 3.820 0.104
H 5.806 5.713 5.216 0.148
H 7.442 8.643 2.825 0.154
H 5.214 8.736 1.401 0.114
H 8.577 6.525 4.434 0.102
H 7.739 7.033 5.919 0.125
H 8.224 8.217 4.848 0.091
N -4.519 -2.844 3.950 -0.310
S -2.925 -2.737 4.248 0.521
O -2.056 -3.728 3.697 -0.277
O -2.581 -2.237 5.544 -0.276
F -2.670 -1.415 3.410 -0.194
S -5.423 -4.196 4.106 0.593
O -6.318 -4.002 5.209 -0.266
O -4.674 -5.471 3.980 -0.326
F -6.206 -4.060 2.716 -0.179
N -2.979 -3.713 -2.142 -0.315
S -1.912 -3.238 -3.290 0.399
O -0.666 -3.725 -2.844 -0.270
O -2.071 -1.902 -3.641 -0.265
F -2.237 -4.071 -4.498 -0.099
S -4.494 -3.218 -2.125 0.592
O -5.232 -4.039 -1.167 -0.310
O -5.135 -2.845 -3.401 -0.317
F -4.202 -1.749 -1.364 -0.264
N -3.729 4.027 3.428 -0.296
S -2.959 5.391 3.984 0.554
O -3.631 5.823 5.113 -0.246
O -2.370 6.174 2.961 -0.263
F -1.723 4.607 4.726 -0.217
S -3.149 3.333 2.175 0.516
O -1.733 3.393 1.904 -0.300
O -4.125 3.260 1.112 -0.286
F -3.213 1.797 2.834 -0.239
N -3.189 4.875 -4.445 -0.324
S -3.568 6.404 -4.755 0.496
O -2.428 7.239 -5.106 -0.291
O -4.549 6.990 -3.897 -0.264
F -4.153 6.087 -6.154 -0.158
S -2.963 4.395 -2.961 0.524
O -2.335 5.303 -2.068 -0.263
O -2.441 3.030 -2.977 -0.310
F -4.489 4.311 -2.413 -0.192
N 3.030 -3.396 -4.458 -0.301
S 4.146 -4.447 -4.665 0.528
O 4.341 -5.385 -3.557 -0.289
O 5.330 -3.790 -5.224 -0.311
F 3.535 -5.302 -5.816 -0.137
S 2.785 -2.249 -5.411 0.496
O 3.789 -1.176 -5.408 -0.326
O 1.442 -1.765 -5.437 -0.277
F 3.013 -2.892 -6.884 -0.191
N 3.777 -6.693 1.329 -0.296
S 2.630 -7.247 0.493 0.431
O 1.432 -6.494 0.397 -0.238
O 2.479 -8.671 0.590 -0.281
F 3.260 -7.154 -0.909 -0.141
S 5.087 -7.537 1.637 0.482
O 5.672 -8.283 0.602 -0.240
O 5.061 -8.153 2.905 -0.263
F 6.155 -6.363 1.738 -0.176
N 3.263 4.551 -3.863 -0.310
S 3.627 3.024 -3.784 0.578
O 2.362 2.301 -4.019 -0.327
O 4.560 2.563 -2.788 -0.294
F 4.325 2.996 -5.365 -0.253
S 3.659 5.419 -2.514 0.648
O 5.054 5.853 -2.351 -0.294
O 2.824 5.082 -1.363 -0.306
F 2.997 6.857 -3.132 -0.251
N 2.973 1.717 4.084 -0.315
S 1.969 2.991 3.797 0.441
O 2.633 3.828 2.838 -0.296
O 1.630 3.650 5.004 -0.275
F 0.721 2.271 3.321 -0.123
S 4.382 2.087 4.812 0.522
O 4.759 3.451 4.643 -0.298
O 5.415 1.145 4.546 -0.290
F 3.950 1.774 6.358 -0.210
N 1.263 -3.879 5.410 -0.287
S 0.111 -4.293 6.423 0.499
O -0.795 -5.288 5.868 -0.304
O -0.415 -3.149 7.124 -0.297
F 0.897 -5.117 7.518 -0.183
S 1.781 -5.001 4.257 0.514
O 1.948 -4.057 3.183 -0.319
O 1.095 -6.273 4.040 -0.285
F 3.079 -5.400 4.789 -0.083
```

Results
Max |F| = 12.89 eV/Å
DFT total energy = -433133.4665 eV
Net charge = +2
Frontier orbital gap = 0.2525 Ha

=====

Record 3
The following is a quantum chemistry calculation of a single C5H7NO molecule at a distorted geometry, from the OMol25 dataset.

```
14
Properties=species:S:1:pos:R:3:nbo_charge:R:1
C 0.866 -1.528 0.153 -0.692
C -0.142 -0.625 -0.488 0.308
C -0.323 0.751 0.167 -0.197
C 0.911 1.524 0.296 0.404
C -1.522 1.276 0.421 -0.258
N -0.958 -0.923 -1.399 -0.620
O 1.995 1.108 -0.049 -0.523
H -0.924 -1.893 -1.707 0.338
H 0.751 2.574 0.607 0.114
H 0.836 -1.452 1.239 0.225
H 0.688 -2.564 -0.133 0.215
H 1.864 -1.223 -0.162 0.262
H -1.625 2.252 0.872 0.200
H -2.416 0.724 0.185 0.223
```

Results
Max |F| = 1.44 eV/Å
DFT total energy = -8834.7201 eV
Frontier orbital gap = 0.3639 Ha
Relative energy (zero: lowest compared OMol25 entry of this formula, charge and spin) = 34.2 kcal per mole
SMILES = [H]/N=C(\C)C(=C)C=O

=====

Record 4
The following is a quantum chemistry calculation of 2 unconnected molecules or ions with the total composition C29H46N4P at a distorted geometry, from the OMol25 dataset.

```
80
Properties=species:S:1:pos:R:3:lowdin_charge:R:1
N -2.532 -4.776 3.658 -0.019
C -3.001 -3.579 2.855 -0.225
C -2.025 -2.562 1.994 -0.016
C -2.690 -1.262 1.193 -0.013
C -4.325 -0.930 1.204 -0.165
N -4.766 0.305 0.471 0.033
C -6.261 0.421 0.585 -0.035
C -7.259 -0.604 1.360 -0.142
C -8.902 -0.341 1.343 -0.101
C -9.782 -0.277 2.765 0.022
C -11.397 -0.058 2.445 -0.052
C -12.080 0.069 0.975 -0.097
N -11.230 0.033 -0.249 -0.026
C -9.771 -0.170 -0.024 -0.087
N -6.766 -1.807 2.114 0.077
C -5.274 -1.961 2.028 -0.137
C -4.610 -3.262 2.829 0.038
H -3.280 -4.894 4.406 0.080
H -2.602 -5.674 3.093 0.095
H -0.876 -2.793 1.994 0.077
H -1.919 -0.557 0.615 0.074
H -6.768 1.347 0.028 0.122
H -9.313 -0.378 3.831 0.097
H -12.126 0.003 3.383 0.087
H -13.256 0.200 0.839 0.117
H -9.116 -0.220 -1.024 0.113
H -5.314 -3.992 3.433 0.101
C 4.059 3.514 -3.970 -0.102
C 2.776 3.054 -3.297 -0.255
C 2.748 3.336 -1.796 -0.222
C 3.589 2.395 -0.926 -0.266
P 2.945 0.784 -0.547 0.999
C 1.251 1.025 0.052 -0.273
C 0.942 2.025 1.165 -0.224
C 1.334 1.653 2.597 -0.261
C 0.894 0.269 3.048 -0.100
C 3.816 0.069 0.820 -0.272
C 5.301 -0.256 0.789 -0.221
C 5.735 -1.474 -0.009 -0.255
C 4.885 -2.721 0.189 -0.101
C 2.680 -0.301 -1.928 -0.264
C 3.746 -0.949 -2.803 -0.221
C 4.888 -0.069 -3.303 -0.262
C 4.789 0.253 -4.786 -0.104
H 4.943 3.059 -3.522 0.063
H 4.040 3.253 -5.030 0.079
H 4.162 4.603 -3.894 0.086
H 2.614 1.996 -3.500 0.075
H 1.940 3.586 -3.768 0.121
H 1.707 3.303 -1.465 0.099
H 3.088 4.366 -1.630 0.128
H 3.701 2.899 0.045 0.112
H 4.607 2.329 -1.313 0.090
H 0.840 0.042 0.305 0.092
H 0.678 1.348 -0.827 0.103
H -0.144 2.189 1.160 0.126
H 1.395 2.993 0.927 0.104
H 0.886 2.391 3.275 0.120
H 2.411 1.764 2.737 0.086
H -0.198 0.203 3.090 0.079
H 1.283 0.063 4.051 0.086
H 1.262 -0.521 2.391 0.047
H 3.253 -0.793 1.197 0.101
H 3.745 0.819 1.610 0.088
H 5.622 -0.419 1.827 0.126
H 5.857 0.619 0.434 0.115
H 6.774 -1.716 0.252 0.122
H 5.768 -1.210 -1.062 0.068
H 4.985 -3.101 1.209 0.086
H 5.211 -3.508 -0.502 0.087
H 3.825 -2.541 -0.010 0.056
H 1.975 0.202 -2.598 0.100
H 2.099 -1.139 -1.518 0.112
H 3.239 -1.412 -3.661 0.127
H 4.168 -1.800 -2.264 0.086
H 5.838 -0.599 -3.162 0.110
H 4.966 0.848 -2.724 0.070
H 4.924 -0.652 -5.387 0.086
H 5.575 0.958 -5.071 0.080
H 3.821 0.690 -5.042 0.070
```

Results
Max |F| = 7.47 eV/Å
DFT total energy = -46046.0771 eV
Net charge = +1
Frontier orbital gap = 0.2585 Ha

=====

Question: Among the records above, which one has the lowest frontier orbital gap?
Answer: C75H110F18N20O39S18

=====

Question: Among the records above, which one has the highest DFT total energy?
Answer: C2H9N3O